Formula: C24H28NO3
Source: the Open Molecules 2025 dataset
Level of theory: the ωB97M-V functional and the def2-TZVPD basis

```
56
Properties=species:S:1:pos:R:3
C -6.90645 0.61787 0.49186
O -5.84394 1.50800 0.87979
C -4.54834 1.25980 0.57544
C -3.58288 2.16616 1.10748
C -2.23937 1.90464 0.97581
C -1.76362 0.75187 0.27419
C -0.36992 0.49550 0.28057
C 0.32681 -0.61935 -0.26515
C 1.71607 -0.43780 -0.51312
C 2.49338 -1.42373 -1.07848
C 1.87223 -2.61319 -1.49143
O 2.66333 -3.58218 -2.10802
C 2.58296 -3.69810 -3.50328
C 3.71512 -3.32587 -4.23567
C 3.63800 -3.32210 -5.62620
C 2.47071 -3.75979 -6.26480
C 1.36755 -4.17897 -5.51121
C 1.40617 -4.13385 -4.11535
C 0.50829 -2.84521 -1.27139
C -0.23117 -1.89809 -0.57726
C -2.74618 -0.02923 -0.41580
C -4.10291 0.15673 -0.20354
H -7.81041 1.09996 0.86798
H -6.96851 0.51970 -0.59730
H -6.79508 -0.36716 0.95879
H -3.94933 3.03935 1.65923
H -1.51275 2.59936 1.40596
H 0.27177 1.27441 0.70102
H 2.16168 0.52341 -0.25909
H 3.56262 -1.28111 -1.24904
H 4.60985 -3.00463 -3.70552
H 4.50022 -2.99307 -6.20879
H 2.42344 -3.79202 -7.35798
H 0.46515 -4.54877 -6.00164
H 0.54637 -4.41452 -3.50870
H 0.05860 -3.76811 -1.64519
H -1.25569 -2.13539 -0.29319
H -2.41464 -0.77960 -1.13235
H -4.83274 -0.54304 -0.62476
C 2.63700 4.12711 2.19597
C 2.08408 3.59261 3.51475
C 1.02826 2.50776 3.40987
C 0.55949 2.14228 4.82140
O -0.31661 1.04140 4.67449
N 1.42684 1.36066 2.61292
H 3.35351 4.92655 2.40808
H 3.16429 3.34864 1.63225
H 1.83938 4.54754 1.57157
H 2.89972 3.21567 4.14815
H 1.60965 4.41178 4.07089
H 0.15332 2.90716 2.86867
H 1.42090 1.87675 5.46044
H 0.03147 3.02691 5.21496
H -0.70444 0.83948 5.54049
H 2.42817 1.18316 2.60021
H 0.89854 0.52262 2.84101
```

Summary:
Total charge: +1
HOMO-LUMO gap: 6.28 eV
HOMO energy: -11.34 eV